Entry 1:
91
Properties=species:S:1:pos:R:3:mulliken_spin:R:1 method="wB97M-V/def2-TZVPD" orbital_gap_ha="0.070 / 0.084" e_above_lowest_ev=4.277 charge=-1 energy_ev=-162521.524 homo_ev="-0.4 / -0.8" spin_multiplicity=6
Cr -2.23 1.60 0.23 3.9076
O -1.08 3.16 0.68 -0.0244
C -0.18 2.97 1.72 0.0067
C -0.35 1.62 2.40 0.0021
C 0.31 1.30 3.60 0.0123
C 0.36 -0.06 3.97 -0.0003
C -0.31 -0.97 3.15 0.0166
C -1.00 -0.58 2.05 0.0136
N -1.04 0.71 1.71 -0.0171
H -0.77 3.97 -0.60 0.0065
H -0.33 3.73 2.49 -0.0031
H 0.84 3.06 1.40 -0.0005
H 0.81 2.08 4.18 0.0032
H 0.82 -0.41 4.83 0.0001
H -0.30 -2.03 3.39 0.0000
H -1.54 -1.30 1.44 0.0041
Se -7.29 -3.24 3.33 0.1240
N -6.11 -3.48 1.95 0.1268
C -5.64 -2.30 1.66 -0.0207
C -4.53 -2.12 0.76 0.0978
C -3.90 -3.12 0.04 -0.0533
C -2.89 -2.75 -0.87 0.1351
C -2.36 -1.49 -0.83 -0.0578
N -2.99 -0.45 -0.16 0.1289
C -4.00 -0.76 0.68 0.1715
C -4.62 0.39 1.37 0.0814
N -4.08 1.65 1.30 -0.0134
C -4.48 2.62 2.06 -0.0212
C -5.56 2.47 2.94 0.1472
C -6.22 1.24 2.99 -0.0464
C -5.73 0.18 2.22 0.1298
C -6.20 -1.17 2.40 -0.0271
N -6.99 -1.49 3.38 0.1552
H -4.27 -4.14 0.04 0.0019
H -2.51 -3.46 -1.58 0.0166
H -1.54 -1.13 -1.46 -0.0182
H -4.03 3.61 1.93 -0.0090
H -5.95 3.34 3.51 0.0150
H -7.14 1.10 3.53 -0.0040
O -0.61 4.48 -1.49 0.0053
N -1.83 4.42 -2.11 0.0408
C -2.31 5.62 -2.60 -0.0041
C -3.61 5.65 -3.12 0.0183
C -4.41 4.48 -3.09 0.0143
C -3.86 3.30 -2.69 0.0374
C -2.49 3.22 -2.30 -0.0083
S -1.65 1.73 -2.16 -0.0227
H -1.59 6.43 -2.59 0.0013
H -3.95 6.60 -3.53 0.0021
H -5.43 4.51 -3.45 0.0012
H -4.47 2.40 -2.66 -0.0044
C 2.23 -1.57 -3.37 -0.0059
C 3.34 -0.77 -2.71 -0.0137
C 2.77 0.67 -2.53 0.0011
C 4.64 -0.69 -3.50 -0.0100
Si 3.69 -1.43 -0.87 -0.0194
C 3.17 -3.33 -0.47 -0.0174
C 4.28 -4.16 -1.16 -0.0153
C 3.25 -3.54 1.06 -0.0063
C 1.77 -3.58 -0.92 -0.0097
C 4.82 -0.32 0.43 -0.0227
C 4.04 -0.29 1.75 -0.0160
C 6.17 -0.94 0.56 -0.0071
C 4.93 1.20 0.06 0.0049
H 1.91 -1.16 -4.36 -0.0005
H 1.34 -1.60 -2.76 0.0035
H 2.54 -2.58 -3.62 0.0008
H 2.21 0.95 -3.42 0.0013
H 3.55 1.43 -2.36 -0.0008
H 2.06 0.79 -1.73 0.0046
H 4.40 -0.46 -4.56 -0.0001
H 5.19 -1.66 -3.52 0.0008
H 5.37 0.11 -3.17 -0.0006
H 5.30 -3.96 -0.83 0.0010
H 4.24 -4.07 -2.27 0.0012
H 4.11 -5.25 -0.94 0.0010
H 4.26 -3.43 1.36 0.0005
H 2.88 -4.54 1.32 -0.0019
H 2.65 -2.80 1.60 0.0097
H 1.68 -4.10 -1.92 -0.0019
H 1.14 -2.62 -1.00 0.0285
H 1.21 -4.28 -0.22 0.0016
H 4.11 -1.18 2.37 0.0027
H 2.99 -0.05 1.56 0.0168
H 4.42 0.57 2.36 -0.0026
H 6.19 -1.89 1.14 -0.0015
H 6.89 -0.33 1.14 0.0007
H 6.62 -1.09 -0.46 0.0023
H 3.98 1.72 0.07 0.0007
H 5.31 1.30 -0.98 0.0015
H 5.61 1.67 0.79 -0.0006

---

Entry 2:
91
Properties=species:S:1:pos:R:3:nbo_charge:R:1 method="wB97M-V/def2-TZVPD" orbital_gap_ha=0.232 e_above_lowest_ev=0.000 charge=+1 energy_ev=-58692.242 homo_ev=-9.1
Sr -0.20 -0.62 -0.53 1.8313
C -2.47 -2.73 -2.98 -0.0924
C -1.03 -3.21 -3.05 -0.0909
O -0.10 -2.16 -3.17 -0.5401
C -0.07 -1.44 -4.39 -0.0858
C -0.82 -0.13 -4.27 -0.0879
O -0.35 0.55 -3.12 -0.5690
C -0.96 1.81 -2.92 -0.0899
C -2.40 1.68 -2.46 -0.0952
O -2.42 0.89 -1.28 -0.5820
C -3.64 0.18 -1.08 -0.0854
C -3.76 -1.01 -2.01 -0.0901
O -2.56 -1.75 -1.95 -0.5736
H -3.14 -3.57 -2.77 0.1913
H -2.78 -2.28 -3.93 0.1666
H -0.93 -3.92 -3.88 0.1829
H -0.75 -3.72 -2.13 0.2263
H -0.49 -2.03 -5.22 0.1832
H 0.98 -1.24 -4.60 0.2043
H -1.90 -0.30 -4.20 0.1629
H -0.64 0.48 -5.16 0.1854
H -0.93 2.40 -3.85 0.1840
H -0.38 2.32 -2.16 0.2216
H -3.03 1.23 -3.24 0.1793
H -2.81 2.68 -2.26 0.1830
H -4.50 0.84 -1.20 0.1871
H -3.61 -0.15 -0.04 0.2088
H -3.95 -0.70 -3.04 0.1690
H -4.62 -1.62 -1.70 0.1923
O 0.85 -2.52 -0.58 -0.9678
C 1.99 -3.11 -0.39 0.4725
C 2.47 -4.09 -1.29 -0.3102
C 3.67 -4.72 -1.09 -0.1739
C 4.48 -4.41 0.01 -0.2786
C 4.03 -3.45 0.90 -0.1601
C 2.81 -2.80 0.73 -0.2424
C 2.38 -1.78 1.69 0.3847
N 1.40 -0.90 1.56 -0.5910
C 1.41 -0.13 2.70 -0.1147
C 2.39 -0.55 3.54 -0.1010
N 3.00 -1.60 2.88 -0.5182
H 1.85 -4.32 -2.15 0.2086
H 4.01 -5.47 -1.80 0.2130
H 5.43 -4.90 0.16 0.2163
H 4.68 -3.20 1.73 0.1871
H 0.70 0.67 2.83 0.2113
H 2.70 -0.23 4.51 0.2226
H 3.76 -2.15 3.24 0.4240
C -1.57 -3.12 2.98 -0.4400
C -1.85 -1.69 3.47 -0.4217
C -2.46 -1.03 2.24 -0.0829
O -1.75 -1.61 1.14 -0.6257
C -1.60 -3.02 1.44 -0.0861
H -2.32 -3.81 3.33 0.2161
H -0.60 -3.47 3.33 0.2253
H -0.92 -1.18 3.73 0.2181
H -2.52 -1.66 4.33 0.2208
H -2.32 0.06 2.19 0.2063
H -3.53 -1.25 2.15 0.1684
H -0.68 -3.35 0.96 0.2352
H -2.45 -3.55 1.01 0.1755
C 1.80 3.80 3.45 -0.2534
O 1.06 3.85 2.24 -0.5094
C -0.20 3.39 2.23 0.3804
C -0.84 2.78 3.31 -0.3180
C -2.18 2.45 3.23 -0.1817
C -2.92 2.72 2.09 -0.2491
C -2.29 3.33 1.02 -0.1867
C -0.95 3.65 1.07 0.0736
N -0.39 4.44 0.02 -0.5166
C 0.84 4.50 -0.49 0.2360
C 1.87 3.57 -0.51 -0.2840
C 3.16 4.07 -0.91 -0.1161
C 4.24 3.26 -1.01 -0.2797
C 4.06 1.87 -0.76 -0.1347
C 2.85 1.34 -0.45 -0.2676
C 1.68 2.16 -0.31 0.4599
O 0.54 1.66 -0.11 -0.7982
H 2.76 4.26 3.23 0.2127
H 1.96 2.77 3.77 0.1839
H 1.30 4.37 4.24 0.1869
H -0.29 2.59 4.22 0.2318
H -2.66 2.00 4.09 0.2248
H -3.97 2.49 2.04 0.2249
H -2.85 3.57 0.12 0.2150
H -0.96 5.24 -0.20 0.4110
H 1.04 5.45 -0.97 0.2063
H 3.26 5.14 -1.10 0.2108
H 5.21 3.65 -1.28 0.2276
H 4.92 1.20 -0.86 0.2234
H 2.75 0.27 -0.28 0.2180